1.
74
Properties=species:S:1:pos:R:3:forces:R:3 method="wB97M-V/def2-TZVPD" total_charge=0 mol_weight_g_mol=608.0 orbital_gap_ev=3.86 max_force_ev_per_a=2.72 relative_energy_kcal_mol=125.7 energy_ev=-111514.009
C 2.0407 4.6994 -1.3034 -0.165 -0.318 -0.164
C 1.8749 3.7627 -0.1238 2.231 -0.186 1.420
H 2.8340 5.4414 -1.1535 -0.146 -0.204 0.228
H 1.0998 5.2441 -1.4569 0.194 -0.036 -0.084
H 2.2870 4.1637 -2.2230 -0.104 -0.012 -0.002
C 1.9736 4.2943 1.1504 0.137 -0.467 0.119
C 1.9907 5.7348 1.4772 -0.210 0.489 0.217
H 2.2197 3.6521 1.9840 0.025 -0.017 -0.160
H 1.0287 6.2349 1.3062 -0.018 0.268 -0.003
H 2.7557 6.3034 0.9300 0.006 0.187 0.039
H 2.2103 5.8272 2.5495 -0.018 0.239 -0.210
Sc -1.0693 -2.0803 -0.3425 0.107 0.144 0.412
Cl 0.7886 -2.4882 -1.9175 -0.177 -0.051 0.031
Cl -3.1703 -1.9341 -1.5199 0.143 -0.181 0.030
H -3.4893 -6.6943 -1.2094 0.148 0.077 -0.042
H -2.1343 -6.5031 -3.8230 -0.032 0.076 0.143
C -3.4706 -5.6131 -1.3737 -0.161 0.117 -0.009
C -2.2598 -5.4438 -3.5775 0.344 -0.225 -0.163
N -2.2887 -5.2218 -2.1375 -0.230 -0.216 0.480
H -3.4530 -5.0905 -0.4151 -0.075 -0.118 -0.243
C -1.2919 -4.6275 -1.5318 0.039 0.067 0.183
O -1.3231 -4.2154 -0.3207 0.204 -0.449 -0.944
H -1.4255 -4.8821 -4.0097 -0.201 -0.100 0.089
H -0.3951 -4.4479 -2.1422 -0.301 -0.006 0.172
H -4.3643 -5.3420 -1.9301 -0.028 0.133 0.020
H -3.1905 -5.1018 -4.0316 0.049 0.127 0.171
H -1.8281 2.1051 0.8421 -0.045 -0.138 0.246
H -0.7179 2.5049 3.1616 -0.134 -0.307 0.113
C -2.5464 1.5997 1.5032 -0.110 0.094 0.078
C -1.2327 1.6344 3.5923 -0.084 -0.032 0.154
N -1.8266 0.8282 2.5216 0.594 -0.447 -0.422
H -3.1863 0.9454 0.9139 0.048 0.002 0.082
C -1.4580 -0.4380 2.3195 -0.666 0.602 -0.007
O -1.9141 -1.1603 1.3848 0.221 0.314 0.800
H -0.5261 1.0201 4.1628 -0.138 0.231 -0.160
H -0.7073 -0.8188 3.0353 -0.512 0.052 -0.227
H -3.1382 2.3598 2.0205 -0.049 -0.160 -0.104
H -2.0130 2.0164 4.2669 0.110 -0.251 -0.218
O 0.6817 2.6847 -0.4893 -2.651 -0.573 -0.212
C 1.9735 2.2432 -0.2895 0.267 1.113 -0.537
C 1.7482 1.4629 2.1331 0.662 -0.378 -0.087
C 2.3074 1.3226 0.8490 -0.080 -0.363 -0.033
H 0.8563 2.0558 2.2587 0.400 0.370 -0.130
C 2.3555 0.8480 3.2296 -0.465 -0.431 -0.002
H 2.4574 1.9400 -1.2348 0.185 -0.338 0.188
C 3.2509 0.2967 0.6633 0.056 0.722 0.157
H 2.0008 1.0684 4.2388 -0.023 -0.102 -0.227
C 3.3776 -0.0851 3.0542 0.576 0.413 -0.127
C 3.8234 -0.3478 1.7567 -0.071 -0.408 0.049
H 3.5052 0.0193 -0.3613 0.267 0.189 0.295
H 3.8652 -0.5671 3.9148 -0.243 0.289 -0.381
H 4.6014 -1.0958 1.5879 -0.237 0.138 0.055
Si -1.1347 1.3793 -2.5461 -0.353 -1.570 0.496
Cl -0.4452 0.2189 -0.6358 0.049 1.501 -1.257
C -2.8960 1.7758 -2.1061 -0.427 0.065 0.040
C -1.0504 -0.0425 -3.7907 0.082 -0.057 0.065
C -0.2037 2.8544 -3.0429 0.390 0.646 -0.517
H -2.9974 2.3795 -1.1960 0.144 -0.025 -0.238
H -3.5319 0.8855 -1.9911 0.346 0.156 -0.049
H -3.3072 2.3684 -2.9417 0.107 -0.103 0.214
H -0.5741 3.7443 -2.5219 0.241 -0.282 0.073
H -0.3669 3.0222 -4.1166 -0.125 -0.165 -0.027
H 0.8734 2.7717 -2.8913 -0.254 -0.013 0.060
H -0.0254 -0.4084 -3.9225 -0.085 0.206 0.027
H -1.4216 0.2835 -4.7721 0.085 0.132 0.159
H -1.6462 -0.9215 -3.5034 0.095 0.441 0.115
N 2.3082 -3.6698 2.9823 0.165 0.218 0.613
C 1.5590 -3.3840 1.9137 -0.537 0.171 -1.088
N 1.2828 -4.4073 1.0736 0.061 -0.214 0.537
S 1.0189 -1.8113 1.5167 0.272 -1.363 0.301
H 2.6047 -4.6150 3.1940 -0.071 0.345 -0.161
H 2.5237 -2.9400 3.6530 -0.082 -0.176 -0.382
H 0.5956 -4.2346 0.3532 0.168 -0.081 0.016
H 1.3464 -5.3637 1.4013 0.091 0.226 -0.069

=====

2.
57
Properties=species:S:1:pos:R:3:forces:R:3 method="wB97M-V/def2-TZVPD" total_charge=0 mol_weight_g_mol=679.7 orbital_gap_ev=7.47 max_force_ev_per_a=0.52 energy_ev=-47641.038
Pb 2.0259 0.1869 0.6163 0.161 0.108 0.232
O -1.7051 0.6425 2.0698 0.041 -0.024 0.135
C -1.9302 -0.6592 1.7808 -0.134 0.087 -0.011
C -1.8646 -1.7166 2.6765 -0.083 -0.003 0.078
C -2.1014 -2.9706 2.1449 -0.047 -0.014 0.015
C -2.3788 -3.1638 0.7802 -0.039 0.004 0.012
C -2.4309 -2.1008 -0.0960 -0.064 -0.034 0.067
C -2.2010 -0.8242 0.4257 -0.093 -0.001 0.117
C -2.0962 0.4865 -0.1205 -0.266 0.054 0.429
N -1.8096 1.3190 0.8365 -0.226 -0.335 -0.070
N -1.7618 2.6405 0.8370 0.086 0.218 0.097
C -0.5565 3.1305 1.2470 -0.113 0.071 -0.187
O 0.4396 2.4591 1.5267 -0.015 -0.236 -0.036
C -0.5056 4.6254 1.2860 0.020 0.000 0.030
C -1.5941 5.4122 0.9204 -0.011 0.003 0.004
C -1.4953 6.7940 0.9645 0.002 -0.004 -0.001
C -0.3133 7.3950 1.3759 0.005 0.000 0.002
C 0.7730 6.6125 1.7430 0.000 0.004 -0.004
C 0.6775 5.2310 1.6963 -0.005 -0.001 -0.005
H -1.6427 -1.5603 3.7223 0.000 -0.005 0.007
H -2.0669 -3.8319 2.7986 0.011 -0.004 0.002
H -2.5431 -4.1677 0.4142 0.013 -0.004 0.001
H -2.6214 -2.2447 -1.1507 -0.002 0.003 0.070
H -2.1682 0.8519 -1.1323 -0.259 -0.137 0.331
H -2.5111 4.9348 0.6050 0.002 -0.005 0.003
H -2.3424 7.4038 0.6787 0.000 0.001 0.001
H -0.2392 8.4744 1.4111 0.000 0.000 0.000
H 1.6941 7.0798 2.0657 0.001 0.001 -0.001
H 1.5114 4.6024 1.9776 -0.001 -0.001 0.003
N 0.8500 -2.0237 0.8536 0.054 0.014 -0.030
C 1.1108 -2.8388 -0.3013 0.024 0.002 -0.016
C 1.7512 -4.0561 -0.1326 -0.116 0.013 0.066
C 2.0672 -4.8369 -1.2319 -0.017 -0.005 -0.033
C 1.7237 -4.4010 -2.5013 0.007 0.000 0.006
C 1.0828 -3.1821 -2.6593 -0.034 0.004 -0.010
C 0.7708 -2.3691 -1.5710 -0.039 0.018 0.005
C 0.1642 -1.0275 -1.8249 0.119 0.017 -0.100
C -0.8712 -0.9355 -2.7578 0.085 0.072 -0.092
C -1.3714 0.2980 -3.1551 0.134 -0.007 -0.243
C -0.8399 1.4608 -2.6182 0.334 0.112 -0.382
C 0.1551 1.3694 -1.6504 0.240 0.053 -0.263
C 0.6715 0.1427 -1.2312 -0.085 0.021 -0.030
H 1.0953 -2.5249 1.7009 0.008 -0.011 -0.017
H -0.1385 -1.7933 0.9042 0.164 -0.037 -0.007
H 2.0330 -4.3831 0.8631 -0.005 -0.020 -0.047
H 2.5918 -5.7722 -1.0912 0.007 0.002 0.026
H 1.9746 -4.9952 -3.3697 -0.002 0.002 -0.003
H 0.8530 -2.8232 -3.6546 0.005 -0.001 -0.009
H -1.2767 -1.8425 -3.1924 0.004 -0.002 -0.017
H -2.1632 0.3466 -3.8924 -0.009 0.003 0.000
H -1.2080 2.4297 -2.9326 -0.008 0.005 0.005
H 0.5288 2.2893 -1.2095 -0.015 -0.018 -0.001
N 4.4660 -4.8816 1.8073 -0.012 -0.018 0.037
C 4.7262 -4.0792 1.0136 0.074 0.028 -0.125
N 5.0504 -3.2065 0.0695 0.076 -0.055 0.165
C 4.3111 -2.1757 -0.0651 -0.169 -0.003 -0.091
N 3.6491 -1.2309 -0.2710 0.197 0.061 -0.115